Molecular formula: C8H16N2O3S2
Method: DFT, ωB97M-V/def2-TZVPD

XYZ file:
```
31
Properties=species:S:1:pos:R:3:lowdin_charge:R:1
C -0.4553 1.1587 0.0330 -0.357
C -0.0200 0.0978 -0.8146 -0.520
C -1.8509 0.7112 0.5148 -0.195
C -2.3763 1.7692 1.4626 -0.491
C -0.3474 3.5561 2.7283 -0.439
C 0.9650 -2.0651 -1.1150 -0.289
C 1.0943 -3.4635 -0.4204 -0.470
C 2.1638 -2.0836 -2.1093 -0.583
H -1.2203 2.1559 -1.5595 0.123
H 0.3868 2.6361 -1.1293 0.072
H 0.0817 1.1962 1.0806 0.138
H -2.5436 1.0032 -0.3259 0.132
H -1.9398 -0.3623 0.8479 0.148
H -3.3231 1.4710 1.8986 0.063
H -2.4341 2.6995 1.0059 0.040
H 0.2853 3.5344 1.7935 0.033
H 0.3987 3.6242 3.6295 0.069
H -1.1791 4.2910 2.6425 0.017
H 1.5053 -0.5629 0.7170 0.305
H 0.0573 -2.1571 -1.8503 0.186
H 2.9882 -2.2282 -1.4762 0.037
H 2.4888 -1.0226 -2.4995 0.125
H 2.4919 -4.2057 -2.4405 -0.183
H -0.0232 -4.3951 1.0672 0.197
N -0.5509 2.4816 -0.7540 0.064
N 0.8659 -0.8482 -0.3736 0.083
O -0.4935 -0.0515 -1.9601 0.034
O 1.9838 -4.2453 -0.7292 0.024
O 0.0945 -3.5838 0.4310 0.105
S -1.5042 2.1895 3.0391 0.750
S 2.4104 -3.3007 -3.3342 0.782
```

Calculated values
- M (g/mol) = 252.4
- gap between HOMO and LUMO (eV) = 8.576
- spin multiplicity = 1
- highest occupied orbital energy (eV) = -8.5
- ΔE to the lowest compared entry with this formula, charge and spin (eV) = 4.143



Molecular formula: C42H81BrCl3F3O12P
Method: DFT, ωB97M-V/def2-TZVPD

XYZ file:
```
143
Properties=species:S:1:pos:R:3:lowdin_charge:R:1
C 3.6357 -0.4040 1.9567 -0.048
C 3.4507 -0.4273 0.4701 -0.350
C 4.0564 0.7311 -0.2559 -0.041
C 2.8317 -1.3989 -0.1647 -0.092
C 3.0108 -2.8538 0.1869 -0.181
C 2.1135 -3.8145 -0.5834 -0.190
C 0.6190 -3.8401 -0.1814 -0.331
C 0.5258 -4.0275 1.3604 -0.056
C -0.0619 -2.5191 -0.6619 -0.239
C -1.4925 -2.6578 -1.1937 -0.307
P -3.0915 -1.8812 -0.4236 0.520
C -4.0574 -2.6167 -1.9046 -0.254
Br -1.9945 -0.8565 1.4504 0.547
C -2.6532 -0.2587 -1.3583 -0.350
C -3.1434 1.1303 -0.9087 -0.335
C -2.0746 2.0773 -0.3659 -0.622
Cl -0.7928 2.4377 -1.5659 0.533
C -3.2275 -3.4818 0.7107 -0.743
Cl -4.1216 -4.8762 -0.0221 0.547
C -3.6153 -3.3026 2.2456 -0.727
C -2.4709 -3.6878 3.1679 -0.207
Cl -4.9041 -4.5781 2.7067 0.468
C -4.8308 -1.1913 0.1903 -0.706
F -5.5205 -0.5722 -0.7891 0.062
F -5.6885 -2.1787 0.5686 0.033
F -4.8476 -0.3832 1.2550 0.021
H 3.2993 0.5516 2.3424 0.059
H 4.6988 -0.4824 2.2152 0.083
H 3.0995 -1.2073 2.4513 0.069
H 4.0762 1.6080 0.3863 0.041
H 3.4888 0.9087 -1.1679 0.071
H 5.0929 0.4917 -0.4793 0.078
H 2.1703 -1.1068 -0.9705 0.101
H 4.0384 -3.0850 -0.0874 0.110
H 2.9646 -2.9627 1.2711 0.092
H 2.2333 -3.6144 -1.6461 0.097
H 2.5109 -4.8231 -0.4357 0.109
H 0.1801 -4.7040 -0.6751 0.121
H 0.1385 -3.1069 1.7841 0.051
H -0.1351 -4.8681 1.5519 0.060
H 1.4655 -4.2799 1.8406 0.064
H 0.5667 -2.2635 -1.5153 0.087
H 0.2185 -1.7699 0.0742 0.056
H -1.6629 -3.7191 -1.3660 0.062
H -1.5005 -2.2767 -2.2124 0.070
H -4.2064 -1.8688 -2.6816 0.033
H -3.5582 -3.4402 -2.4003 0.022
H -5.0776 -2.9173 -1.6842 0.016
H -2.7724 -0.3478 -2.4318 0.073
H -1.5718 -0.1762 -1.2763 0.032
H -3.9893 1.2295 -0.2314 0.086
H -3.4690 1.6661 -1.8034 0.095
H -1.6844 1.7677 0.5947 0.009
H -2.5831 3.0205 -0.1935 0.059
H -2.2277 -3.8732 0.7823 0.017
H -4.1402 -2.4058 2.5278 0.041
H -2.8979 -3.7369 4.1630 0.057
H -1.6917 -2.9374 3.1902 0.021
H -2.1360 -4.6596 2.8301 0.050
O 4.2196 -2.8349 -3.4312 0.109
C 5.3644 -2.5041 -3.5673 -0.526
O 5.9145 -1.6559 -2.6792 -0.003
C 7.3047 -1.3282 -2.6557 -0.235
C 7.5904 -0.1737 -3.5909 -0.059
C 6.1761 -2.9482 -4.7661 0.010
H 7.9201 -2.2063 -2.8628 0.108
H 7.5251 -1.0320 -1.6309 0.122
H 7.3609 -0.4293 -4.6263 0.070
H 8.6380 0.1259 -3.5355 0.083
H 6.9693 0.6817 -3.3264 0.070
H 5.9943 -2.2594 -5.5900 0.090
H 5.8394 -3.9415 -5.0533 0.087
H 7.2452 -3.0158 -4.5775 0.067
O 6.5972 3.1100 -4.5531 0.096
C 5.4479 3.0784 -4.9042 -0.530
O 4.6024 2.2536 -4.2646 -0.003
C 3.1809 2.2580 -4.4389 -0.223
C 2.7581 1.3909 -5.6058 -0.058
C 4.9550 3.8739 -6.0921 0.010
H 2.8033 3.2786 -4.5197 0.114
H 2.7745 1.8489 -3.5156 0.117
H 3.1579 1.7644 -6.5502 0.065
H 1.6712 1.3563 -5.6808 0.084
H 3.1326 0.3755 -5.4745 0.081
H 5.1280 3.2971 -6.9996 0.092
H 5.5281 4.7966 -6.1436 0.087
H 3.9054 4.1527 -6.0320 0.070
O 4.2668 3.0645 2.0069 0.092
C 3.2760 3.6610 2.3330 -0.511
O 2.0840 3.0589 2.1563 0.002
C 0.8473 3.5557 2.6660 -0.223
C 0.2122 4.5509 1.7164 -0.057
C 3.3219 5.0806 2.8454 0.016
H 0.9757 3.9625 3.6711 0.112
H 0.2030 2.6828 2.7641 0.123
H 0.8368 5.4357 1.5835 0.057
H -0.7622 4.8683 2.0931 0.079
H 0.0780 4.0982 0.7332 0.052
H 3.3127 5.7667 2.0000 0.078
H 4.2489 5.2137 3.3983 0.091
H 2.5088 5.3293 3.5249 0.071
O 3.2033 8.1801 1.6743 0.107
C 2.1892 8.7345 1.9971 -0.520
O 1.0133 8.1010 1.8179 -0.012
C -0.2318 8.5685 2.3413 -0.234
C -0.8940 9.5605 1.4080 -0.062
C 2.1932 10.1536 2.5188 0.013
H -0.1045 8.9674 3.3489 0.114
H -0.8576 7.6821 2.4352 0.117
H -0.2881 10.4581 1.2808 0.067
H -1.8702 9.8555 1.7940 0.082
H -1.0263 9.1179 0.4208 0.086
H 2.1659 10.8401 1.6737 0.095
H 3.1167 10.3085 3.0712 0.090
H 1.3738 10.3784 3.1978 0.070
O 1.2574 -6.2281 4.3515 0.106
C 0.3893 -7.0553 4.3351 -0.525
O 0.5434 -8.1684 3.5885 -0.003
C -0.3417 -9.2857 3.6560 -0.245
C -1.5342 -9.1090 2.7376 -0.061
C -0.9128 -6.8324 5.0754 0.019
H -0.6388 -9.4855 4.6872 0.109
H 0.2470 -10.1432 3.3309 0.118
H -2.1410 -8.2507 3.0265 0.071
H -2.1658 -9.9984 2.7545 0.079
H -1.1996 -8.9356 1.7149 0.085
H -1.5924 -6.2708 4.4352 0.076
H -0.6969 -6.2441 5.9639 0.091
H -1.4001 -7.7443 5.4147 0.069
O -10.7320 2.3723 -2.1310 0.090
C -10.1775 1.9122 -1.1664 -0.538
O -8.9626 1.3644 -1.2991 0.008
C -8.1404 0.9759 -0.1843 -0.222
C -8.4708 -0.4235 0.2857 -0.060
C -10.8637 1.8647 0.1819 0.004
H -8.2042 1.7128 0.6186 0.113
H -7.1176 1.0025 -0.5462 0.105
H -9.4988 -0.4907 0.6484 0.066
H -7.8004 -0.7266 1.0882 0.076
H -8.3720 -1.1322 -0.5356 0.089
H -11.4692 0.9614 0.2378 0.092
H -11.5139 2.7331 0.2624 0.085
H -10.1807 1.8975 1.0270 0.067
```

Calculated values
- M (g/mol) = 1052.3
- gap between HOMO and LUMO (eV) = 6.706
- spin multiplicity = 1
- highest occupied orbital energy (eV) = -5.0
- total charge = -1



Molecular formula: C25H23BrF6N3O6PSTl
Method: DFT, ωB97M-V/def2-TZVPD

XYZ file:
```
67
Properties=species:S:1:pos:R:3:lowdin_spin:R:1
Tl 0.9225 0.7833 -1.9603 0.011
O -1.3632 2.0631 3.2662 0.000
C -1.5085 3.2583 2.5788 0.000
C -2.1429 4.3265 3.2042 0.000
C -2.3597 5.5113 2.5154 0.000
C -1.9300 5.6198 1.2006 0.000
C -1.2763 4.5498 0.6016 0.000
C -1.0418 3.3540 1.2714 0.000
C -0.3565 2.2374 0.4287 0.000
O 0.3402 2.7015 -0.5861 0.007
N 0.5181 1.3911 1.3559 0.000
N 1.7114 1.0676 1.0040 0.000
C 2.4103 0.2721 1.7598 0.000
C 3.7797 -0.0513 1.4473 0.000
Br 4.4270 0.6285 -0.2153 0.000
C 4.6929 -0.7055 2.1850 0.000
C 4.5037 -1.3290 3.5040 0.000
C 3.3237 -1.9605 3.9135 0.000
C 3.2068 -2.5093 5.1838 0.000
C 4.2696 -2.4662 6.0761 0.000
C 5.4647 -1.8831 5.6694 0.000
C 5.5772 -1.3308 4.4031 0.000
H -1.7729 2.1666 4.1301 0.000
H -2.4749 4.2207 4.2349 0.000
H -2.8702 6.3334 3.0052 0.000
H -2.1100 6.5286 0.6387 0.000
H -0.9202 4.5942 -0.4201 0.000
H -1.1903 1.5527 0.1429 0.000
H 0.1067 0.9694 2.1809 0.000
H 1.9761 -0.1510 2.6619 0.000
H 5.7083 -0.7168 1.8084 0.000
H 2.5058 -2.0624 3.2128 0.000
H 2.2777 -2.9869 5.4725 0.000
H 4.1746 -2.8941 7.0668 0.000
H 6.3127 -1.8559 6.3439 0.000
H 6.5116 -0.8731 4.0961 0.000
C -4.6884 -2.0879 -3.9757 0.001
C -3.3986 -2.2657 -3.2189 0.004
C -2.5315 -3.3191 -3.5022 0.001
C -1.3169 -3.4443 -2.8473 0.004
C -0.9556 -2.4842 -1.9099 0.005
C -1.8215 -1.4409 -1.5932 0.004
C -3.0430 -1.3470 -2.2355 0.000
S 0.6032 -2.5769 -1.0895 0.039
O 0.5771 -1.5692 -0.0529 0.006
O 0.7943 -3.9558 -0.6991 0.013
N 1.7592 -2.1178 -2.1334 0.322
C 1.8660 -2.8279 -3.2943 0.172
C 0.9404 -2.2224 -4.7192 0.119
O 0.7805 -3.1723 -5.4680 0.141
O 0.7282 -1.0328 -4.6748 0.119
H -4.7564 -2.7893 -4.8091 0.000
H -4.7498 -1.0699 -4.3638 0.000
H -5.5527 -2.2428 -3.3238 0.000
H -2.7996 -4.0428 -4.2639 0.000
H -0.6561 -4.2721 -3.0675 0.000
H -1.5377 -0.7063 -0.8505 0.001
H -3.7040 -0.5206 -1.9993 0.000
H 1.5465 -3.8689 -3.2623 0.014
H 2.8636 -2.7250 -3.7220 0.016
F -1.8712 1.6431 -2.8645 0.001
P -3.1907 2.5465 -3.1866 0.000
F -3.8443 2.0591 -1.7829 0.000
F -2.5178 3.8078 -2.4505 0.000
F -4.5139 3.4268 -3.5045 0.000
F -2.5359 2.9983 -4.5901 0.000
F -3.8772 1.2666 -3.9265 0.000
```

Calculated values
- M (g/mol) = 922.8
- gap between HOMO and LUMO (alpha / beta) (eV) = 6.658 / 6.229
- spin multiplicity = 2
- highest occupied orbital energy (alpha / beta) (eV) = -2.7 / -2.7
- ΔE to the lowest compared entry with this formula, charge and spin (eV) = 1.398
- total charge = -2